This record from the OMol25 dataset describes a cluster of 2 separate species, CH7N3 in total in a non-equilibrium geometry. The level of theory is ωB97M-V/def2-TZVPD.

Summary:
HOMO-LUMO gap, eV: 10.199
Spin multiplicity: 1
ΔE to the lowest compared entry with this formula, charge and spin, kcal/mol: 19.7
Calculated total energy, eV: -5620.05074

Positions of all 11 atoms, in Å:
1 N 2.21967 -0.26924 1.45662
2 H 1.79793 0.40304 0.82763
3 H 2.07088 -1.20554 1.04268
4 H 3.23242 -0.15460 1.55066
5 N -2.13371 0.30976 0.06141
6 C -1.05341 0.04018 -0.84634
7 N -0.74469 0.72496 -1.88105
8 H -2.36848 -0.52611 0.52333
9 H -2.84485 0.95260 -0.17560
10 H -0.45231 -0.92405 -0.62799
11 H 0.27655 0.64899 -1.93136

Atom charges from the Mulliken analysis, given in e for atoms 1 to 5: number 1, N, carries -0.653; number 2, H, carries 0.216; number 3, H, carries 0.218; number 4, H, carries 0.223; number 5, N, carries -0.434